No. 1
Density functional theory data (ωB97M-V/def2-TZVPD) for a structure of composition C24H48Cl4F2NO19PbS2.

Last column: Löwdin charge in e.
Geometry (Å):
Pb -4.037 -27.609 -10.051  1.734
N -4.433 -25.794 -8.432  -0.438
S -5.908 -25.490 -8.586  0.489
O -6.260 -26.555 -9.563  -0.451
O -6.342 -24.175 -8.640  -0.168
F -6.474 -26.220 -7.285  -0.131
S -2.926 -25.323 -8.089  0.569
O -2.181 -26.584 -8.350  -0.384
O -2.695 -24.577 -6.942  -0.170
F -2.537 -24.440 -9.356  -0.160
C 2.459 -17.363 -10.046  -0.068
C 2.309 -18.842 -10.402  -0.223
O 1.648 -19.470 -9.307  0.041
C 0.869 -20.488 -9.623  -0.550
O 0.768 -21.150 -10.629  0.105
O 0.211 -20.761 -8.427  -0.020
C -0.866 -21.789 -8.491  -0.025
H 3.268 -17.192 -9.327  0.078
H 1.446 -17.012 -9.672  0.105
H 2.696 -16.800 -10.953  0.075
H 3.307 -19.285 -10.618  0.136
H 1.677 -18.936 -11.341  0.133
H -1.846 -21.358 -8.308  0.022
H -0.722 -22.559 -7.734  0.082
H -0.816 -22.204 -9.518  0.077
C -7.587 -22.319 -2.987  -0.039
C -8.384 -23.178 -3.994  -0.199
O -9.625 -22.509 -4.133  0.016
C -10.736 -23.123 -4.589  -0.592
O -10.845 -24.302 -4.769  0.126
O -11.660 -22.211 -4.769  0.024
C -12.910 -22.580 -5.291  -0.046
H -6.564 -22.530 -3.081  0.053
H -8.021 -22.522 -1.976  0.102
H -7.811 -21.302 -3.211  0.062
H -8.486 -24.167 -3.686  0.101
H -7.988 -23.120 -4.993  0.118
H -13.441 -21.701 -5.592  0.084
H -13.626 -23.114 -4.661  0.101
H -12.715 -23.217 -6.207  0.117
C -4.309 -24.006 -11.658  -0.040
C -4.552 -24.665 -12.991  -0.079
O -3.283 -25.251 -13.547  0.110
C -2.674 -26.227 -13.044  -0.605
O -3.130 -26.918 -12.079  -0.198
O -1.621 -26.545 -13.685  0.074
C -0.921 -27.784 -13.395  0.028
H -3.816 -24.674 -10.950  0.029
H -5.305 -23.769 -11.284  0.082
H -3.739 -23.101 -11.744  0.085
H -4.724 -23.860 -13.656  0.119
H -5.235 -25.492 -12.891  0.094
H -0.328 -27.694 -12.506  0.096
H -0.369 -28.071 -14.282  0.105
H -1.635 -28.629 -13.182  0.114
C -12.011 -27.803 -5.579  -0.060
C -11.029 -27.139 -6.518  -0.222
O -11.436 -27.551 -7.847  0.029
C -10.668 -27.282 -8.919  -0.567
O -9.607 -26.672 -8.871  0.084
O -11.145 -27.893 -9.981  0.030
C -10.500 -27.653 -11.179  -0.092
H -13.010 -27.570 -5.903  0.076
H -11.746 -27.453 -4.548  0.099
H -11.809 -28.871 -5.679  0.079
H -9.934 -27.368 -6.385  0.136
H -11.049 -26.039 -6.343  0.102
H -10.948 -28.299 -11.981  0.125
H -9.407 -27.741 -11.033  0.066
H -10.782 -26.723 -11.577  0.064
C -0.492 -20.274 -13.832  -0.028
C -1.070 -21.497 -13.039  -0.210
O -2.196 -22.145 -13.664  0.007
C -1.952 -22.898 -14.761  -0.658
O -2.822 -23.223 -15.498  0.147
O -0.678 -23.216 -14.839  -0.021
C -0.382 -24.049 -16.002  0.007
H 0.578 -20.391 -13.766  0.067
H -0.902 -19.338 -13.401  0.087
H -0.693 -20.363 -14.904  0.078
H -1.457 -21.256 -12.035  0.112
H -0.310 -22.214 -12.793  0.097
H -0.921 -25.003 -15.990  0.089
H 0.699 -24.245 -15.911  0.104
H -0.680 -23.425 -16.863  0.111
Cl -3.750 -20.419 -6.691  0.567
C -5.417 -20.195 -6.050  -0.604
C -5.437 -18.768 -5.404  -0.702
Cl -5.556 -17.498 -6.582  0.584
H -5.599 -20.920 -5.281  0.043
H -6.183 -20.282 -6.857  0.083
H -4.470 -18.613 -4.945  0.046
H -6.271 -18.746 -4.742  0.058
Cl -7.922 -26.714 -12.990  0.596
C -8.148 -25.270 -11.948  -0.657
C -9.011 -24.313 -12.625  -0.641
Cl -8.318 -23.766 -14.194  0.558
H -7.207 -24.814 -11.674  0.039
H -8.647 -25.584 -11.031  0.057
H -9.041 -23.448 -12.026  0.066
H -9.986 -24.757 -12.742  0.072

## Properties
**Gap between HOMO and LUMO**: 8.0 eV
**Total charge**: +1


No. 2
Density functional theory data (ωB97M-V/def2-TZVPD) for the ion C3H6NO2S with charge +1.

Last column: natural (NBO) charge in e.
Geometry (Å):
C 0.679 -1.788 -2.143  0.376
N 0.367 -1.176 -1.221  -0.470
S -0.501 -0.905 0.605  2.268
O -1.617 -1.710 0.422  -0.791
O 0.585 -1.305 1.331  -0.804
C -0.880 0.920 0.626  -0.533
C 0.471 1.550 0.397  -0.657
H 1.195 -2.540 -2.756  0.302
H -1.608 0.985 -0.127  0.262
H -1.266 1.052 1.665  0.293
H 1.236 0.743 0.853  0.246
H 0.626 1.757 -0.620  0.238
H 0.714 2.417 0.968  0.269

## Properties
**Gap between HOMO and LUMO**: 11.6 eV
**SMILES**: C#[N+]S(=O)(=O)CC
**Total charge**: +1


No. 3
Density functional theory data (ωB97M-V/def2-TZVPD) for a structure of composition C34H53F4HgN2O10P2S2.

Last column: Löwdin charge in e.
Geometry (Å):
Hg 0.316 -1.618 -0.923  1.006
C 0.686 0.558 -4.226  -0.113
N 2.053 0.084 -4.155  -0.268
C 2.729 0.677 -3.017  -0.115
C 2.192 -1.372 -4.075  -0.220
C 1.104 -2.230 -4.739  -0.254
N 0.229 -2.806 -3.752  0.012
C -0.995 -3.190 -3.993  -0.234
C -1.643 -3.981 -2.979  -0.188
F -0.895 -4.408 -1.935  0.027
C -2.962 -4.336 -3.018  -0.240
F -3.486 -5.078 -2.004  0.044
C -3.788 -4.003 -4.088  0.005
C -3.176 -3.349 -5.145  -0.243
F -3.939 -3.066 -6.245  0.032
C -1.851 -2.976 -5.132  -0.133
F -1.368 -2.396 -6.281  0.020
H 0.689 1.644 -4.139  0.071
H 0.055 0.147 -3.427  0.059
H 0.252 0.311 -5.196  0.074
H 2.613 1.760 -3.037  0.072
H 3.791 0.435 -3.072  0.079
H 2.328 0.302 -2.061  0.063
H 2.218 -1.690 -3.018  0.070
H 3.166 -1.614 -4.518  0.104
H 1.617 -3.070 -5.234  0.107
H 0.595 -1.661 -5.523  0.084
H -4.839 -4.227 -4.090  0.105
C 0.305 3.937 -1.557  -0.049
C -1.183 4.249 -1.605  -0.449
C -1.780 3.907 -2.965  -0.047
O -1.886 3.582 -0.566  -0.198
P -1.996 1.950 -0.492  0.469
O -1.158 1.229 -1.435  -0.304
C -1.711 1.694 1.293  -0.229
P 0.087 1.817 1.589  0.508
O 0.971 1.283 0.573  -0.247
O 0.335 1.376 3.122  -0.210
C 0.212 0.083 3.712  -0.427
C -1.021 0.051 4.613  -0.048
C 0.196 -1.035 2.696  -0.050
O 0.313 3.410 1.731  -0.201
C 0.663 4.193 2.855  -0.449
C 2.023 3.781 3.417  -0.046
C -0.442 4.194 3.908  -0.043
O -3.509 1.621 -0.854  -0.216
C -4.757 2.110 -0.404  -0.440
C -4.714 2.645 1.018  -0.074
C -5.240 3.188 -1.376  -0.053
H 0.832 4.488 -2.333  0.080
H 0.442 2.872 -1.704  0.056
H 0.715 4.187 -0.583  0.068
H -1.346 5.321 -1.389  0.138
H -1.649 2.842 -3.134  0.070
H -1.288 4.472 -3.755  0.078
H -2.845 4.133 -2.977  0.064
H -2.073 0.695 1.523  -0.027
H -2.227 2.421 1.913  0.065
H 1.110 -0.010 4.342  0.130
H -1.936 0.138 4.031  0.012
H -0.989 0.866 5.335  0.068
H -1.057 -0.891 5.153  0.084
H -0.747 -1.037 2.155  0.040
H 0.316 -1.993 3.197  0.103
H 0.998 -0.903 1.973  0.033
H 0.759 5.209 2.437  0.139
H 1.930 2.882 4.016  0.069
H 2.439 4.580 4.026  0.073
H 2.695 3.573 2.589  0.088
H -0.611 3.178 4.249  0.062
H -1.360 4.580 3.471  0.078
H -0.162 4.818 4.753  0.077
H -5.426 1.238 -0.448  0.147
H -3.975 3.443 1.067  0.069
H -4.456 1.842 1.705  0.001
H -5.691 3.041 1.293  0.081
H -4.575 4.047 -1.307  0.068
H -6.257 3.488 -1.125  0.073
H -5.215 2.802 -2.393  0.080
C 4.707 -0.393 5.118  -0.123
O 5.347 -1.474 4.509  -0.111
C 4.848 -1.918 3.288  -0.293
C 5.367 -3.145 2.861  -0.070
C 4.900 -3.695 1.686  -0.072
C 3.910 -3.090 0.929  -0.126
C 3.292 -3.759 -0.220  -0.421
C 4.232 -4.308 -1.285  -0.010
O 2.089 -3.850 -0.358  -0.007
C 3.405 -1.796 1.308  -0.410
O 2.608 -1.126 0.609  -0.156
C 3.917 -1.256 2.533  0.037
H 5.140 -0.320 6.117  0.082
H 3.627 -0.555 5.204  0.082
H 4.875 0.546 4.578  0.088
H 6.108 -3.650 3.465  0.090
H 5.270 -4.667 1.380  0.099
H 5.102 -4.795 -0.854  0.058
H 4.567 -3.461 -1.880  0.083
H 3.688 -4.995 -1.925  0.076
H 3.515 -0.294 2.817  0.103
C -2.374 -3.824 1.439  -0.132
O -2.998 -2.825 2.217  -0.258
C -3.283 -1.646 1.649  -1.360
S -4.099 -0.592 2.662  0.548
S -2.863 -1.273 0.067  0.601
H -2.273 -4.680 2.103  0.086
H -1.388 -3.510 1.082  0.058
H -2.986 -4.081 0.572  0.069

## Properties
**Gap between HOMO and LUMO (spin up / spin down)**: 5.7 / 4.8 eV
**Spin multiplicity**: 2
**Total charge**: -2


No. 4
Density functional theory data (ωB97M-V/def2-TZVPD) for a cluster of 2 separate species, C26H31ClN5 in total.

Last column: natural (NBO) charge in e.
Geometry (Å):
C -2.485 3.557 3.415  -0.429
N -1.160 2.912 3.404  -0.244
C -1.067 1.434 3.404  -0.446
C -0.090 3.658 3.387  0.181
Cl 1.490 3.071 3.393  0.177
H -3.241 2.769 3.416  0.250
H -2.599 4.193 4.305  0.243
H -2.608 4.200 2.532  0.245
H -2.091 1.058 3.377  0.245
H -0.514 1.084 2.525  0.271
H -0.549 1.079 4.305  0.254
H -0.191 4.744 3.398  0.245
C -3.765 0.262 -5.992  -0.214
C -3.815 1.602 -5.588  -0.203
C -2.845 2.103 -4.718  -0.236
C -1.826 1.270 -4.237  0.042
C -0.778 1.848 -3.308  -0.244
N 0.179 0.856 -2.767  -0.427
C 1.564 1.034 -3.144  -0.206
C 2.338 -0.258 -2.950  -0.206
N 2.101 -0.815 -1.638  -0.423
C 3.168 -1.530 -0.972  -0.203
C 2.628 -2.703 -0.173  -0.209
N 1.520 -2.284 0.655  -0.432
C 1.183 -3.163 1.797  -0.252
C 1.300 -2.495 3.150  0.061
C 0.892 -3.189 4.295  -0.226
C 1.021 -2.608 5.557  -0.201
C 1.571 -1.328 5.683  -0.231
C 1.986 -0.632 4.544  -0.216
C 1.855 -1.220 3.281  -0.265
C 0.585 -1.433 0.127  0.115
C -0.687 -1.239 0.715  -0.084
N -1.567 -0.420 0.158  -0.451
C -1.371 0.198 -0.997  -0.063
C -0.112 0.133 -1.640  0.121
C 0.879 -0.703 -1.056  0.110
C -1.772 -0.061 -4.653  -0.246
C -2.742 -0.569 -5.526  -0.197
H -4.519 -0.133 -6.672  0.221
H -4.608 2.256 -5.952  0.220
H -2.861 3.144 -4.393  0.205
H -0.177 2.591 -3.851  0.216
H -1.266 2.386 -2.480  0.198
H 1.580 1.333 -4.198  0.216
H 2.034 1.835 -2.540  0.173
H 2.026 -0.974 -3.735  0.192
H 3.413 -0.073 -3.062  0.212
H 3.875 -1.885 -1.731  0.216
H 3.711 -0.857 -0.280  0.182
H 2.317 -3.506 -0.870  0.185
H 3.403 -3.099 0.494  0.211
H 0.171 -3.580 1.666  0.212
H 1.876 -4.015 1.744  0.224
H 0.470 -4.189 4.173  0.218
H 0.696 -3.156 6.443  0.225
H 1.682 -0.872 6.666  0.220
H 2.425 0.362 4.623  0.200
H 2.198 -0.693 2.391  0.223
H -0.980 -1.752 1.635  0.191
H -2.197 0.780 -1.413  0.197
H -0.968 -0.701 -4.291  0.221
H -2.684 -1.613 -5.832  0.219

## Properties
**Gap between HOMO and LUMO**: 4.5 eV
**Total charge**: +1


Ordered M results: 1105.78; 120.15; 1052.47; 449.02; unit g mol⁻¹.